[1]
20
Properties=species:S:1:pos:R:3 method="wB97M-V/def2-TZVPD" orbital_gap_ev=6.411 multiplicity=1 charge=+2 de_lowest_ev=6.0918
N -2.13 -1.84 1.86
N 1.81 -0.60 0.69
N 0.55 1.44 -2.23
C 1.48 0.63 -1.53
C 1.16 0.52 -0.23
C -0.96 0.32 -0.35
C -0.04 1.05 0.50
H 2.18 -1.32 0.04
H 2.52 -0.27 1.40
H -0.16 0.98 1.59
H 1.04 2.25 -2.59
H 0.99 -1.12 1.06
H -0.36 2.16 0.43
H -2.20 -2.49 2.63
H 2.36 0.29 -2.09
H -2.61 -2.23 1.04
H 0.02 1.05 -3.01
H -1.33 -0.74 -0.23
H -2.62 -0.97 2.04
H -1.69 0.90 -1.03


[2]
117
Properties=species:S:1:pos:R:3 method="wB97M-V/def2-TZVPD" orbital_gap_ev=8.490 multiplicity=1 charge=+1
P 0.62 -2.62 -5.34
O -3.71 -2.70 -1.05
O 1.66 -0.87 3.30
O 6.69 3.56 -2.23
O -4.54 -2.90 0.96
O 2.02 -2.87 -2.09
O 0.15 -4.95 -0.42
O 1.47 1.24 2.77
O -1.72 3.87 0.39
O -3.43 -1.83 8.42
O 5.84 1.76 -3.15
O 1.84 3.16 -3.89
O -0.43 -3.95 1.44
O 2.02 2.70 -1.77
O -0.83 5.65 1.31
O -2.90 -2.89 6.57
N -0.85 -2.13 -5.53
N 2.65 -1.29 -3.86
N 4.34 -2.88 -2.95
N 1.81 -0.10 -5.45
C -1.71 5.07 0.47
C -2.76 -0.94 -2.45
C 6.92 4.97 -2.22
C -2.70 5.93 -0.28
C -0.60 7.06 1.36
C 5.86 2.97 -3.10
C 4.90 3.79 -3.92
C -4.50 -2.26 -0.05
C -3.70 -2.12 -2.36
C -5.22 -0.94 -0.19
C 0.86 0.72 5.01
C 0.06 -6.04 -1.34
C 3.30 -0.06 -3.84
C 1.38 0.40 3.63
C 0.73 1.59 -0.01
C 2.75 0.67 -4.85
C 1.76 -1.29 -4.84
C 0.39 -2.51 4.56
C -4.96 -3.53 7.79
C -0.94 -5.76 -2.44
C 1.75 -1.92 4.27
C -4.02 -3.75 4.59
C 1.56 2.78 -0.40
C 5.89 5.70 -1.37
C -0.16 3.43 -2.63
C -0.69 -4.80 0.64
C -1.58 7.76 2.27
C -3.02 -4.01 5.69
C -1.94 -5.64 0.71
C 1.30 3.11 -2.81
C -3.70 -2.70 7.64
B 3.00 -2.41 -2.89
H 4.41 -3.82 -2.60
H -2.34 6.93 -0.51
H 4.89 5.58 -1.78
H -0.75 2.53 -2.83
H 2.34 -3.11 -1.21
H 1.06 -6.15 -1.75
H -0.68 -4.84 -2.96
H -4.59 -0.15 0.21
H -4.71 -1.87 -2.67
H -1.84 -6.64 0.27
H -1.34 8.82 2.34
H -0.16 -6.98 -0.81
H -4.04 -4.58 3.89
H -5.03 -3.61 4.98
H 2.98 1.67 -5.12
H -6.13 -0.99 0.39
H 6.98 5.37 -3.23
H -0.08 -2.84 3.63
H 5.27 4.78 -4.16
H 1.22 0.15 -6.23
H 0.47 -3.36 5.24
H 2.40 -2.67 3.81
H -2.94 5.44 -1.21
H -2.72 -0.56 -3.47
H 6.12 6.76 -1.32
H -5.78 -3.01 7.32
H -3.61 6.01 0.32
H -0.94 -6.58 -3.17
H -0.19 1.54 -0.60
H -2.19 -5.78 1.76
H -0.60 7.48 0.35
H -2.03 -4.13 5.25
H 2.48 2.80 0.19
H 1.24 0.07 5.79
H 4.74 3.27 -4.86
H -0.27 -1.77 5.01
H 4.07 0.21 -3.15
H 3.96 3.87 -3.39
H -1.95 -5.64 -2.05
H 1.28 0.66 -0.19
H 0.46 1.64 1.04
H 0.41 7.16 1.74
H -3.23 -4.92 6.25
H -2.61 7.67 1.92
H -3.06 -0.13 -1.79
H -0.23 0.68 4.99
H 1.05 3.72 -0.21
H -1.54 7.33 3.27
H -1.75 -1.24 -2.15
H 7.91 5.09 -1.78
H -0.42 3.80 -1.65
H 1.21 -3.13 -6.51
H 1.16 1.74 5.25
H 5.88 5.29 -0.36
H -5.17 -3.64 8.85
H -5.50 -0.70 -1.22
H -2.75 -5.10 0.22
H -4.88 -4.53 7.37
H 0.81 -3.64 -4.39
H -3.36 -2.92 -3.02
H 2.26 -1.58 5.17
H -0.44 4.19 -3.36
H -3.76 -2.84 4.05
H 4.67 -2.89 -3.90
H -0.94 -1.15 -5.31


[3]
11
Properties=species:S:1:pos:R:3 method="wB97M-V/def2-TZVPD" orbital_gap_ev="8.938 / 8.931" multiplicity=2 de_lowest_ev=0.9739
S 0.39 1.05 -0.37
O 1.75 -2.29 -0.06
C -1.33 1.38 -0.96
C 0.36 -0.12 0.86
H -0.48 -0.80 0.77
H 2.19 -2.40 0.80
H -1.14 1.82 -1.93
H -1.62 2.21 -0.32
H -2.02 0.56 -0.84
H 1.18 -1.54 0.19
H 0.72 0.13 1.85


Copy entry 1 word for word.
20
Properties=species:S:1:pos:R:3 method="wB97M-V/def2-TZVPD" orbital_gap_ev=6.411 multiplicity=1 charge=+2 de_lowest_ev=6.0918
N -2.13 -1.84 1.86
N 1.81 -0.60 0.69
N 0.55 1.44 -2.23
C 1.48 0.63 -1.53
C 1.16 0.52 -0.23
C -0.96 0.32 -0.35
C -0.04 1.05 0.50
H 2.18 -1.32 0.04
H 2.52 -0.27 1.40
H -0.16 0.98 1.59
H 1.04 2.25 -2.59
H 0.99 -1.12 1.06
H -0.36 2.16 0.43
H -2.20 -2.49 2.63
H 2.36 0.29 -2.09
H -2.61 -2.23 1.04
H 0.02 1.05 -3.01
H -1.33 -0.74 -0.23
H -2.62 -0.97 2.04
H -1.69 0.90 -1.03